{"formula": "C4H10N2", "method": "wB97M-V/def2-TZVPD", "symbols": ["C", "C", "N", "C", "N", "C", "H", "H", "H", "H", "H", "H", "H", "H", "H", "H"], "xyz": [[-1.49461, -0.42483, 0.78804], [2.04150, 0.54237, -0.82486], [1.14470, -0.41094, 0.00040], [-2.17168, 0.12086, -0.21950], [1.59698, -0.64212, 1.33090], [-3.22950, 0.43827, -0.90589], [1.09454, -1.31029, -0.47248], [2.59721, -0.85309, 1.38274], [1.45302, 0.21881, 1.85442], [-0.62035, 0.07204, 1.18019], [-1.91006, -1.22454, 1.38699], [1.99870, 1.54090, -0.39233], [3.08472, 0.20803, -0.71742], [1.79884, 0.53411, -1.88210], [-3.62919, 1.44134, -0.95382], [-3.75480, -0.25090, -1.55528]], "forces_ev_per_angstrom": [[-0.32, 1.66, -0.37], [0.01, -1.68, 1.71], [1.63, 1.20, -1.53], [-0.30, -1.27, 2.32], [0.19, 0.19, -0.25], [-0.36, 0.06, -1.35], [-0.01, 0.24, 0.20], [-0.12, 0.11, -0.16], [-0.01, -0.17, -0.04], [0.34, -0.93, -0.64], [-0.65, 0.44, 0.31], [-0.32, 0.02, -0.14], [0.01, 0.10, -0.16], [-0.39, 0.02, 0.03], [-0.38, 0.05, 0.91], [0.68, -0.04, -0.83]], "smiles": "C=C=C.CNN", "e_above_lowest_kj_mol": 464.9, "orbital_gap_ev": 8.87, "e_homo_ev": -7.873}



{"formula": "C4H10N2", "method": "wB97M-V/def2-TZVPD", "symbols": ["C", "C", "C", "C", "N", "N", "H", "H", "H", "H", "H", "H", "H", "H", "H", "H"], "xyz": [[0.82959, -0.96084, -1.00662], [-1.68078, 0.18923, 0.91767], [1.90045, -1.53370, -0.07821], [-2.19767, 1.59322, 0.58466], [0.94032, -0.12768, -1.94182], [-0.49684, -0.11722, 1.14513], [-0.23713, -1.34684, -0.93822], [-2.55651, -0.45826, 0.91616], [2.12871, -2.55612, -0.45788], [1.38475, -1.27811, 0.84215], [2.80483, -0.84281, -0.30139], [-2.15106, 2.08913, 1.54553], [-3.29981, 1.52896, 0.28692], [-1.62211, 2.17477, -0.05073], [1.94107, 0.18101, -2.12745], [0.27479, 0.63334, 0.95841]], "forces_ev_per_angstrom": [[-1.08, -1.31, -0.89], [-1.09, 2.60, -1.18], [0.35, 2.11, -2.59], [-2.23, -1.65, 1.44], [1.50, 0.96, -0.95], [2.19, 0.08, 0.17], [1.47, 0.15, 0.43], [0.63, -1.02, 0.59], [-0.28, 0.51, 1.20], [0.85, -1.17, 0.85], [-1.16, -1.30, 0.82], [-0.30, 0.41, 0.36], [1.61, 0.31, 0.18], [1.12, 0.80, -1.60], [-1.29, -0.38, 0.64], [-2.30, -1.09, 0.53]], "smiles": "[H]/N=C\\C.[H]/N=C\\C", "e_above_lowest_kj_mol": 246.2, "orbital_gap_ev": 10.47, "e_homo_ev": -9.340}



{"formula": "C4H10N2", "method": "wB97M-V/def2-TZVPD", "symbols": ["C", "C", "H", "H", "H", "H", "C", "N", "C", "N", "H", "H", "H", "H", "H", "H"], "xyz": [[1.84901, -2.85135, -0.67007], [0.55956, -2.61991, -0.47968], [2.18899, -3.71349, -1.24315], [2.61381, -2.28175, -0.15857], [-0.23409, -3.27264, -0.83343], [0.23718, -1.92742, 0.29078], [0.23326, 0.77186, 1.03803], [-2.07549, 2.00516, -0.21515], [-0.82451, 2.65341, -0.10447], [0.08133, 2.15665, 0.64808], [0.38667, 0.79813, 2.12218], [1.12980, 0.33948, 0.57328], [-0.64581, 0.14971, 0.82134], [-2.80312, 2.71000, -0.22654], [-1.96922, 1.42146, -1.04555], [-0.72737, 3.66072, -0.51707]], "forces_ev_per_angstrom": [[-0.07, -0.49, 0.02], [-0.17, -0.48, 0.75], [-0.05, 0.39, -0.13], [0.02, 0.10, -0.07], [0.24, 0.13, -0.32], [0.02, 0.31, -0.23], [1.22, 0.29, 1.43], [1.94, 0.53, 0.22], [-0.77, 0.98, 0.69], [-1.58, -1.49, -1.35], [0.07, -0.25, -0.20], [-0.25, 0.11, -0.10], [0.04, 0.50, -0.39], [-0.26, -0.26, -0.63], [-0.84, -0.29, 0.12], [0.45, -0.07, 0.19]], "e_above_lowest_kj_mol": 366.8, "orbital_gap_ev": [8.13, 4.50], "charge": 1, "spin_multiplicity": 2, "e_homo_ev": [-13.151, -13.150]}



{"formula": "C4H10N2", "method": "wB97M-V/def2-TZVPD", "symbols": ["C", "C", "C", "C", "N", "N", "H", "H", "H", "H", "H", "H", "H", "H", "H", "H"], "xyz": [[1.10036, -0.93357, -0.99874], [0.59198, -0.18877, -0.21717], [-1.04423, 1.71102, -0.21025], [-1.07675, -0.06023, 1.71153], [1.88198, -1.77727, -1.67783], [-0.36915, 0.80503, 0.75253], [-1.68062, 0.95693, -0.78279], [-1.83717, 2.32356, 0.27246], [-0.51862, 2.45190, -0.79580], [-0.38051, -0.68717, 2.23549], [-1.36034, 0.55087, 2.55940], [-1.80700, -0.67040, 1.22233], [2.51365, -1.22229, -2.27222], [1.30171, -2.41348, -2.19723], [2.40623, -2.26851, -0.97741], [0.27848, 1.42238, 1.37569]], "forces_ev_per_angstrom": [[-2.43, 3.14, 2.84], [-2.30, 2.45, 2.31], [-4.39, -1.21, -0.47], [-0.11, -0.04, 0.83], [1.23, -0.28, -1.16], [5.64, -0.32, -1.40], [0.97, 1.42, -0.06], [0.64, -0.53, 0.54], [1.14, -0.64, -0.05], [0.80, -0.57, -0.39], [-1.08, 0.48, -0.31], [-0.72, 0.04, -0.09], [0.26, -0.48, -0.45], [-0.12, -0.94, -0.98], [1.07, -1.08, 0.33], [-0.60, -1.43, -1.49]], "smiles": "C[NH+](C)C#C[NH3+]", "e_above_lowest_kj_mol": 307.7, "orbital_gap_ev": 12.53, "charge": 2, "e_homo_ev": -20.846}



{"formula": "C4H10N2O", "method": "wB97M-V/def2-TZVPD", "symbols": ["C", "O", "C", "N", "H", "H", "H", "C", "C", "N", "H", "H", "H", "H", "H", "H", "H"], "xyz": [[1.18541, -0.82273, -1.95513], [0.07227, -1.47889, -1.73712], [0.68770, 1.69456, -0.32477], [1.25139, 2.52051, 0.26245], [-0.41765, -0.92764, -0.55412], [2.13519, -1.36675, -1.93237], [1.12919, -0.06554, -2.74646], [-1.68897, 0.56041, 0.40904], [0.19618, -0.41290, 1.62635], [-0.26636, 0.10863, 0.30666], [0.92393, -0.16345, -0.51094], [0.18469, 0.38544, 2.36979], [-2.33138, -0.26033, 0.73263], [-1.78447, 1.37211, 1.13113], [-2.04031, 0.85962, -0.57898], [-0.45564, -1.22149, 1.96208], [1.21883, -0.78155, 1.53975]], "forces_ev_per_angstrom": [[-0.88, -0.47, 0.39], [0.17, 0.20, 0.84], [-0.33, 0.56, -0.53], [0.43, 0.39, 0.55], [0.68, 1.61, 0.45], [-0.03, -0.04, 0.37], [0.12, 0.44, 0.53], [0.30, 0.30, -0.48], [0.13, 0.50, -0.23], [-1.11, -3.82, -0.03], [0.06, 0.19, -1.71], [-0.01, 0.02, -0.08], [0.26, -0.21, 0.09], [0.15, 0.09, -0.18], [0.15, 0.21, 0.14], [-0.02, 0.02, -0.10], [-0.08, 0.00, -0.03]], "e_above_lowest_kj_mol": 951.1, "orbital_gap_ev": [8.09, 6.60], "e_homo_ev": [-9.120, -8.654]}



{"formula": "C4H10N2O", "method": "wB97M-V/def2-TZVPD", "symbols": ["C", "C", "C", "N", "C", "O", "N", "H", "H", "H", "H", "H", "H", "H", "H", "H", "H"], "xyz": [[-0.50228, 1.01915, -0.39205], [-0.74272, -2.23175, 0.85930], [-1.19359, 2.28331, 0.02291], [-0.48034, -1.24014, -0.15466], [2.46140, -0.43282, -0.71745], [-0.97856, -0.07353, 0.23992], [2.02031, 0.21208, 0.25181], [-0.38785, 0.87558, -1.46811], [0.95841, 0.87534, -0.03741], [-1.52893, -2.90458, 0.50061], [-1.05392, -1.85389, 1.84043], [0.16670, -2.82056, 1.01071], [3.30057, -1.12816, -0.58243], [2.05910, -0.40415, -1.74207], [-0.64087, 3.14128, -0.35914], [-1.25154, 2.33709, 1.10843], [-2.20588, 2.34576, -0.38081]], "forces_ev_per_angstrom": [[-0.09, 0.42, -0.84], [-0.34, -0.27, 0.24], [0.22, -0.18, 0.10], [0.18, -0.19, -0.32], [0.06, -0.36, -0.81], [-0.10, -0.09, 1.03], [-1.60, 1.23, 0.39], [0.20, -0.12, 0.02], [1.47, -0.98, 0.27], [0.07, -0.10, 0.01], [0.06, 0.31, -0.29], [-0.04, 0.04, -0.18], [0.05, 0.25, 0.09], [-0.10, 0.01, 0.17], [0.04, -0.01, 0.09], [0.01, 0.12, 0.03], [-0.07, -0.08, -0.02]], "e_above_lowest_kj_mol": 687.1, "orbital_gap_ev": [8.09, 8.28], "e_homo_ev": [-8.370, -7.783]}



Number 1: energy -267.748244 a.u.. Number 2: energy -267.831573 a.u.. Number 3: energy -267.509013 a.u.. Number 4: energy -267.080536 a.u.. Number 5: energy -342.839195 a.u.. Number 6: energy -342.939767 a.u..